The following is a quantum chemistry calculation of a structure of composition C16H33BrN2O2, from the OMol25 dataset.

XYZ file:
```
54
Properties=species:S:1:pos:R:3:forces:R:3:lowdin_spin:R:1
C 4.073 0.181 2.379 0.5 -0.4 0.8 0.00
O 4.796 -0.045 1.194 0.4 -0.6 0.0 0.00
C 4.325 0.887 0.238 0.8 -1.9 -1.8 0.00
C 4.530 0.406 -1.189 0.9 -1.0 0.4 0.00
C 4.119 -1.044 -1.430 -0.8 -0.4 -0.9 0.00
C 2.691 -1.181 -1.986 -0.2 0.5 1.1 0.00
C 1.713 -0.535 -0.981 0.2 -0.4 0.0 0.00
C 0.336 -1.176 -0.938 -0.5 0.7 0.0 0.00
C -0.777 -0.335 -0.185 0.8 -0.7 -0.6 0.00
N -0.164 0.639 0.702 -1.5 0.1 0.3 0.00
C -1.669 0.324 -1.258 0.4 -0.3 1.6 0.02
C -3.000 0.882 -0.718 -0.5 1.9 -1.8 0.02
C -3.840 1.228 -1.959 0.8 0.4 -0.3 0.00
C -2.776 2.231 -0.014 0.4 -0.2 -0.1 0.00
N -3.787 -0.059 0.059 -0.6 -2.9 -2.6 0.33
O -4.535 -0.934 -0.734 1.9 2.6 2.3 0.58
C -3.000 -0.743 1.074 -0.8 -1.7 2.2 0.02
C -2.810 0.089 2.360 0.4 -0.4 -0.2 0.00
C -3.849 -1.959 1.523 1.1 0.0 0.0 0.00
C -1.670 -1.330 0.573 0.4 1.1 -0.4 0.02
H 4.634 -0.199 3.221 0.2 -0.5 0.2 0.00
H 3.101 -0.307 2.338 -0.4 -0.2 0.0 0.00
H 3.923 1.242 2.552 0.0 -0.3 0.2 0.00
H 4.884 1.871 0.404 -0.1 -2.6 -1.1 0.00
H 3.209 1.055 0.467 2.3 -1.6 -1.3 0.00
H 5.594 0.486 -1.398 0.4 0.0 -0.1 0.00
H 4.050 1.068 -1.900 -0.3 0.3 0.0 0.00
H 4.145 -1.635 -0.524 0.2 0.1 0.4 0.00
H 4.790 -1.543 -2.123 0.3 0.0 -0.2 0.00
H 2.409 -2.225 -2.077 0.1 -0.3 -0.3 0.00
H 2.599 -0.676 -2.943 0.0 -0.1 -0.4 0.00
H 2.161 -0.651 0.005 0.0 0.0 0.1 0.00
H 1.683 0.539 -1.145 -0.2 0.2 -0.1 0.00
H 0.430 -2.147 -0.455 0.0 -0.2 -0.1 0.00
H -0.031 -1.322 -1.951 0.1 -0.4 -0.3 0.00
H 0.213 1.434 0.217 0.5 0.1 0.1 0.00
H 0.490 0.230 1.345 0.4 0.1 0.0 0.00
H -1.903 -0.460 -1.967 0.0 0.0 -0.4 0.00
H -1.077 1.124 -1.712 -0.3 0.0 -0.3 0.00
H -3.852 0.416 -2.669 -0.3 -0.3 -0.1 0.00
H -3.347 2.060 -2.473 -0.2 0.0 0.1 0.00
H -4.845 1.502 -1.679 -0.4 0.1 0.0 0.00
H -2.069 2.179 0.803 0.0 0.0 0.2 0.00
H -2.331 2.889 -0.764 0.0 0.0 0.1 0.00
H -3.707 2.687 0.298 -0.3 0.0 0.2 0.00
H -2.001 0.803 2.289 -0.1 0.3 -0.1 0.00
H -3.743 0.518 2.701 -0.2 0.3 -0.1 0.00
H -2.506 -0.628 3.125 0.1 0.1 0.0 0.00
H -3.409 -2.360 2.440 -0.2 0.1 0.0 0.00
H -3.739 -2.735 0.779 -0.5 -0.2 -0.2 0.00
H -4.876 -1.672 1.668 -0.4 -0.1 0.1 0.00
H -1.878 -2.133 -0.129 -0.2 -0.3 -0.1 0.00
H -1.087 -1.738 1.405 -0.3 -0.1 0.1 0.00
Br 3.377 2.801 1.144 -4.2 8.8 3.0 0.00
```
Forces are in eV/Å.

- LUMO energy (alpha / beta) (eV) = 2.77 / 1.77
- energy relative to the best compared isomer or geometry (same formula, charge and spin) (kcal/mol) = 83.14
- strongest force on any atom (eV/Å) = 10.2
- net charge = -1
- expectation value of S² = 0.755
- spin multiplicity = 2
- HOMO level (alpha / beta) (eV) = -2.402 / -2.402
- orbital gap (alpha / beta) (eV) = 5.2 / 4.2